[1]
# C28H45Cl16N5

9 unconnected molecules or ions with the total composition C28H45Cl16N5 at a distorted geometry (ωB97M-V with the def2-TZVPD basis set, OMol25).

As for the HOMO energy: -7.6582 eV. The max |F| comes out at 3.4 eV/Å. Its orbital gap is 7.50 eV. As for the structure (SMILES): ClC(Cl)(Cl)Cl.ClC(Cl)(Cl)Cl.ClC(Cl)(Cl)Cl.ClC(Cl)(Cl)Cl.c1cc[nH]c1.c1cc[nH]c1.c1cc[nH]c1.CCN(CC)CC.CCN(CC)CC. The total charge is 0. As for the spin multiplicity: 1.

Structure (XYZ):
```
94
Properties=species:S:1:pos:R:3:lowdin_charge:R:1
H -0.26 3.77 1.35 0.02
C 1.73 0.14 -2.07 -0.15
Cl -0.31 -3.55 -5.48 0.54
C 2.43 -0.39 -3.12 -0.14
C -5.56 1.29 -2.11 -0.14
N 1.60 1.47 -2.25 0.04
C 2.32 1.80 -3.37 -0.14
Cl -4.16 -4.03 -0.76 0.57
H 2.19 3.03 1.83 0.05
C -1.65 4.07 -2.58 -0.06
H 1.85 -0.96 5.92 0.07
C 3.19 -0.06 1.66 -0.06
C -5.13 1.22 -3.39 -0.14
Cl -2.54 -5.27 -6.20 0.46
H 2.56 3.25 0.07 0.07
H -1.80 5.14 -2.47 0.05
H -0.78 3.96 -3.23 0.07
Cl 2.98 -3.28 -1.03 0.56
C -1.21 3.53 -1.17 -0.25
H 3.47 0.63 -4.83 0.09
Cl -1.14 2.11 3.13 0.57
Cl -4.83 -5.56 1.59 0.53
C 3.14 -1.36 2.53 -0.27
Cl -2.07 -5.36 0.68 0.54
H 1.09 2.11 -1.65 0.10
C 1.83 -0.20 5.14 -0.09
H 0.85 -2.21 1.38 0.10
C 1.95 3.57 0.92 -0.06
Cl -3.29 -3.09 1.93 0.50
H -5.27 -0.16 -0.44 0.15
C -0.32 -2.85 -0.28 -0.25
H -6.00 2.11 -1.57 0.10
H 2.65 -1.44 -3.25 0.05
C -0.25 6.18 0.47 -0.09
H 2.65 -2.93 4.59 0.10
C -4.63 -0.03 -3.57 -0.13
N 0.19 -2.00 0.65 0.04
H 1.41 5.65 -0.96 0.11
C -1.26 -2.21 -1.00 -0.16
H -4.25 -0.56 -4.43 0.10
C -4.71 -0.70 -2.37 -0.17
Cl 0.00 -6.44 -5.28 0.52
Cl 4.72 -5.43 -1.65 0.52
H 0.26 5.83 1.37 0.04
Cl 1.82 -5.90 -1.06 0.51
H 1.54 -4.52 2.28 0.06
H 1.18 0.61 5.46 0.05
Cl -1.62 4.87 3.54 0.53
H -0.08 5.93 -1.68 0.09
H 0.12 -3.82 -0.44 0.03
H 0.92 -3.23 4.39 0.12
C -1.53 -0.95 -0.39 -0.09
C -1.03 3.39 4.35 -1.97
Cl -1.67 -5.10 -3.40 0.50
H 1.34 -0.33 -1.18 0.08
H -2.50 3.54 -3.00 0.06
C -0.52 -0.81 0.58 -0.15
Cl 0.69 3.61 4.82 0.54
H 2.15 4.62 1.14 0.06
H 0.11 -0.72 3.88 0.10
C 2.30 -4.27 3.02 -0.08
C 1.85 -3.03 3.85 -0.20
Cl 2.57 -4.74 -3.56 0.51
N 1.88 -1.73 3.09 -0.21
C 1.19 -0.61 3.82 -0.25
H 3.40 -2.21 1.89 0.08
H -1.84 -2.68 -1.79 0.04
H -1.96 3.83 -0.45 0.11
H -5.31 2.03 -4.09 0.10
Cl -2.15 2.98 5.66 0.54
H -2.32 -0.28 -0.71 0.08
H 0.27 2.32 0.56 0.07
H 2.29 -5.13 3.69 0.07
H -0.27 -0.02 1.27 0.06
H 3.91 -0.24 0.87 0.07
C 3.04 -4.85 -1.84 -1.97
H 2.26 0.03 1.11 0.04
H 3.41 0.89 2.16 0.06
C 0.35 5.48 -0.78 -0.20
H 1.31 0.27 3.19 0.06
H 3.33 -4.20 2.67 0.07
N -5.28 0.11 -1.42 0.04
H -4.20 -1.64 -2.19 0.06
H 2.46 2.83 -3.67 0.10
H -1.16 2.44 -1.26 0.10
C -3.61 -4.52 0.83 -1.99
C -1.08 -5.07 -5.09 -2.00
H 3.98 -1.40 3.23 0.11
H 2.86 0.16 5.10 0.08
C 0.42 3.40 0.57 -0.29
N 0.12 3.98 -0.76 -0.20
H -1.30 5.92 0.63 0.06
C 2.89 0.67 -3.92 -0.11
H -0.19 7.26 0.36 0.07
```



[2]
# C28H45Cl3O15S

8 unconnected molecules or ions with the total composition C28H45Cl3O15S at a distorted geometry (ωB97M-V with the def2-TZVPD basis set, OMol25).

As for the HOMO energy: -10.1966 eV. The max |F| comes out at 2.7 eV/Å. Its orbital gap is 10.21 eV. As for the structure (SMILES): CCOS(C)(=O)=O.ClC(Cl)Cl.O=C1CCCO1.O=C1CCCO1.O=C1CCCO1.O=C1CCCO1.O=C1CCCO1.O=C1CCCO1. The total charge is 0. As for the spin multiplicity: 1.

Structure (XYZ):
```
92
Properties=species:S:1:pos:R:3:lowdin_charge:R:1
C 0.55 3.05 1.77 -0.13
C 4.72 -0.05 1.22 -0.07
O -4.69 -3.97 -3.54 0.01
H -1.26 -2.47 3.06 0.10
H 0.07 3.59 3.84 0.12
H 0.25 -2.68 3.95 0.12
C -0.74 1.24 2.44 -0.47
H 3.33 3.72 -2.95 0.12
O -0.22 -4.32 1.15 0.02
H 6.74 -0.74 0.85 0.11
C 0.03 -0.30 -1.91 -1.52
C 5.87 4.09 -1.20 -0.13
H -0.01 -1.29 -1.54 -0.07
C 0.28 -3.13 0.68 -0.41
H 3.07 1.57 -4.25 0.06
C 0.74 2.91 3.30 -0.13
H -1.95 -4.55 -3.67 0.13
H -4.64 -1.66 -0.22 0.12
H 1.44 2.72 1.25 0.09
C 3.33 2.46 -4.78 -0.07
H -3.97 0.84 0.18 0.08
H 4.09 2.21 -5.53 0.09
O -0.56 2.18 1.47 -0.01
S 6.34 3.67 -2.84 0.62
H -4.80 -2.30 -4.76 0.12
H 6.19 0.07 3.78 0.11
H 5.33 3.22 -0.84 0.05
H -3.05 -1.71 -3.34 0.11
O -1.61 0.41 2.36 0.09
H 3.90 -0.57 1.70 0.11
H 0.25 -1.17 1.57 0.09
H 4.53 -0.13 0.16 0.12
Cl -1.49 0.50 -1.42 0.61
H 6.73 4.38 -0.60 0.08
C 3.91 3.46 -3.83 -0.23
H -6.22 1.17 0.58 0.12
H -4.76 -4.04 0.74 0.14
H 0.64 -4.89 2.94 0.13
C -5.59 2.07 0.63 -0.06
C -3.88 -3.41 0.96 -0.06
C 6.49 0.33 2.78 -0.15
C 0.35 1.45 3.48 -0.08
Cl 0.17 -0.52 -3.63 0.59
O -4.59 3.55 -0.89 0.03
H -3.00 -1.61 0.33 0.08
O 6.47 4.91 -3.60 -0.30
H 4.17 4.39 -4.32 0.11
H -0.01 1.13 4.46 0.14
C -4.11 1.80 0.67 -0.17
H -5.60 -1.39 1.91 0.13
H 0.34 4.03 1.42 0.12
H -3.06 -3.96 0.50 0.10
O -3.97 -5.08 -1.67 0.09
H 5.13 4.90 -1.30 0.08
Cl 1.43 0.37 -1.06 0.57
O 3.91 2.21 1.54 0.09
H 1.74 3.13 3.67 0.12
O 0.43 -2.94 -0.53 0.05
H -3.66 1.78 1.64 0.09
O -4.02 -2.17 3.00 0.02
C -2.81 -2.58 -3.94 -0.16
C -2.39 -3.77 -3.07 -0.07
H -5.91 2.63 1.50 0.12
O 5.15 2.77 -3.40 -0.27
H 1.18 0.79 3.18 0.13
C -4.50 -1.33 1.93 -0.15
O -3.21 -4.27 3.23 0.07
C -3.72 -4.34 -2.62 -0.43
H -2.68 2.76 -0.82 0.08
H -4.21 -0.31 2.16 0.09
H 5.94 -1.60 2.18 0.11
H 2.47 2.79 -5.38 0.09
H -4.03 -3.65 -5.46 0.13
C -0.24 -2.82 3.00 -0.12
C 0.49 -2.19 1.83 -0.09
C -4.11 -3.09 -4.53 -0.16
C -0.24 -4.33 2.61 -0.11
H -1.76 -3.69 -2.17 0.12
H -2.10 -2.37 -4.72 0.09
C -3.52 2.98 -0.13 -0.15
H 7.58 0.51 2.86 0.13
O 7.44 2.70 -2.67 -0.31
O -6.74 3.17 -1.23 0.14
C 6.06 -0.65 1.68 -0.12
C -5.76 2.96 -0.63 -0.51
C 4.77 1.37 1.71 -0.46
H -3.25 3.77 0.54 0.12
O 5.85 1.58 2.52 0.02
C -3.63 -3.38 2.50 -0.42
H 1.55 -2.07 2.07 0.12
H -1.14 -4.88 2.90 0.10
C -3.99 -1.92 0.62 -0.15
```



[3]
# C28H45IrN3O5S2Sb

A molecular structure, C28H45IrN3O5S2Sb (ωB97M-V with the def2-TZVPD basis set, OMol25).

As for the HOMO energy (alpha / beta): -10.3776 / -11.4990 eV. As for the expectation value of S²: 8.7639. The max |F| comes out at 0.9 eV/Å. Its orbital gap (alpha / beta) is 7.94 / 6.91 eV. The total charge is +1. As for the spin multiplicity: 6.

Structure (XYZ):
```
85
Properties=species:S:1:pos:R:3:mulliken_spin:R:1
C -2.35 -2.66 -1.69 0.10
H -4.24 -2.62 -0.67 0.00
C 1.23 -1.56 4.04 0.01
Sb -0.82 -1.08 -2.04 0.45
H 3.57 4.04 -1.03 0.00
N -1.02 -0.60 3.60 0.21
H 1.99 5.98 -2.15 0.00
H 0.93 4.63 4.74 0.00
H 2.83 -2.14 -3.53 0.01
N 1.75 3.12 -0.53 0.01
H 3.11 -0.88 -1.25 0.00
H -0.95 -4.31 -1.46 -0.01
H 2.06 -1.49 4.74 0.00
H -0.25 3.41 2.96 0.01
C -1.71 -3.77 -0.88 0.01
H -3.61 -3.96 -2.82 0.01
C 1.91 4.90 -2.11 0.00
C 1.45 -3.04 -1.36 0.02
C 1.31 -1.71 -2.09 0.10
H -0.28 -1.24 5.48 0.00
H 2.52 -3.27 -1.27 0.00
H -0.12 -1.38 -5.25 0.00
H 3.21 0.92 2.38 0.02
H -2.84 1.11 -2.96 0.00
C 1.37 2.03 2.57 0.27
C 2.06 -0.59 -1.38 -0.04
C 1.77 -1.85 -3.54 0.01
C 0.08 -0.74 4.58 -0.02
H -2.47 -1.77 2.67 0.00
H -2.07 -3.63 -3.63 -0.01
C -2.73 0.46 -3.82 0.02
H -1.33 -2.71 3.64 -0.01
H -2.89 -0.47 4.65 0.00
H 2.34 4.47 -3.01 0.00
C 2.69 1.72 2.89 -0.01
C 0.76 3.11 3.22 0.06
H -1.25 -3.42 0.04 0.00
S -0.72 2.00 -0.54 0.21
O -2.03 1.47 2.15 0.28
Ir -0.13 0.77 1.78 2.36
H -0.51 1.59 -5.09 0.00
O -4.06 0.64 2.73 0.04
H 0.41 0.26 4.85 0.00
H 1.02 -3.02 -0.35 0.00
C 2.73 3.47 4.55 0.01
H 0.72 0.81 -4.08 0.00
C -1.43 -1.86 2.97 -0.03
C -2.87 -3.18 -3.03 0.04
S 0.16 4.42 -2.04 0.02
H -3.04 -1.53 0.04 0.00
H 1.92 2.62 0.32 0.01
N 3.98 4.76 6.43 0.01
H -2.49 -4.50 -0.61 0.01
C -1.14 -1.04 -5.13 0.03
C -1.30 -0.06 -3.96 0.14
C -0.63 -2.14 1.71 0.05
O 1.63 -1.06 2.75 0.10
H -3.36 -2.41 -3.62 0.01
H -2.97 1.04 -4.72 0.00
C -0.34 1.11 -4.11 -0.02
C 3.37 2.44 3.87 0.00
H 2.51 5.01 -0.02 0.00
C -3.43 -1.92 -0.90 0.03
H 1.69 -0.92 -4.10 0.01
C 3.43 4.19 5.59 0.00
C -2.17 0.16 4.11 0.03
O -0.12 -3.23 1.54 0.03
H 0.94 -2.61 3.96 0.00
H 1.79 -1.82 2.17 0.00
H -3.46 -0.35 -3.75 0.00
C -2.87 0.78 2.92 0.01
H 1.64 -0.39 -0.39 0.08
C 0.50 3.11 -0.96 0.05
O -0.59 -1.13 0.85 0.29
C 2.54 4.31 -0.85 0.00
C 1.42 3.81 4.22 0.00
H 4.40 2.19 4.11 0.00
H -1.82 0.96 4.76 -0.01
H 1.22 -2.63 -4.07 -0.01
H -1.80 -1.90 -5.05 0.00
H -3.86 -1.09 -1.46 0.00
H -1.42 -0.50 -6.05 0.01
H 2.04 0.35 -1.95 0.00
H 0.98 -3.85 -1.92 0.00
H -0.51 1.86 -3.35 0.01
```



[4]
# C28H45N7OPS

6 unconnected molecules or ions with the total composition C28H45N7OPS at a distorted geometry (ωB97M-V with the def2-TZVPD basis set, OMol25).

As for the HOMO energy: -12.1952 eV. The max |F| comes out at 7.1 eV/Å. Its orbital gap is 7.64 eV. The total charge is +1. As for the spin multiplicity: 1.

Structure (XYZ):
```
83
Properties=species:S:1:pos:R:3:lowdin_charge:R:1
C -4.92 -3.13 -0.08 -0.29
H 4.47 -1.64 8.15 0.11
C 3.62 -1.21 6.25 -0.21
H 1.31 -4.09 1.34 0.06
H -5.52 -3.54 -1.00 0.06
H 4.43 -0.06 1.83 0.11
H 6.12 0.21 8.12 0.11
H 4.97 -4.16 -1.31 0.07
H -4.88 7.76 -2.36 0.07
H 5.82 -1.44 3.41 0.07
C -2.12 -2.10 -2.02 -0.19
H -6.26 7.58 -1.26 0.07
O -5.21 -0.86 -1.81 -0.34
C 3.43 -5.48 -1.98 -0.12
H 4.50 0.84 7.83 0.11
H 2.74 -5.26 -1.17 0.05
C -4.84 3.93 -1.42 -0.26
H -1.86 0.68 -0.35 0.13
C -6.08 3.21 -1.94 -0.10
C 0.60 -2.06 0.13 -0.06
N -2.79 -3.10 -2.88 0.11
H -4.12 -3.88 0.26 0.05
H -7.91 7.35 -4.67 0.12
H -2.83 4.46 -2.02 0.12
C -5.81 8.22 -2.03 -0.11
C 1.05 -3.18 0.69 0.10
N -5.06 5.86 -4.86 0.14
H -6.44 3.65 -2.87 0.07
C 6.27 -0.81 2.64 -0.11
H 6.15 1.87 6.30 0.08
H -3.98 4.40 -3.36 0.07
H 6.53 0.15 3.10 0.07
C -0.55 -1.63 -2.14 -0.06
H 0.49 0.08 -0.83 0.15
C -0.10 -0.91 -0.75 -0.22
C 4.87 -5.21 -1.58 -0.27
C 4.48 -5.83 0.80 -0.19
H -5.72 -3.04 0.77 0.06
H 5.79 0.06 0.73 0.11
H -5.89 2.15 -2.11 0.06
C 6.08 -2.62 0.26 -0.19
C 5.77 0.87 6.11 -0.12
C 4.88 -1.90 0.81 -0.19
C -7.21 7.14 -3.86 -0.18
H -4.64 -0.90 -2.62 0.04
S -1.16 -5.57 -3.10 0.78
C -3.28 2.50 -2.71 -0.16
H -0.67 -0.71 -2.84 0.14
H -5.55 9.18 -1.56 0.08
H -6.30 9.10 -3.92 0.12
N 7.05 -3.20 -0.17 0.15
H 0.18 -2.34 -2.66 0.13
C 4.79 -1.21 7.20 -0.18
H 5.58 -1.85 6.79 0.12
H 3.15 -4.86 -2.83 0.07
C -2.12 -4.25 -2.70 -0.55
H -4.53 3.47 -0.48 0.11
H 5.52 -5.38 -2.44 0.12
H 4.96 0.96 5.38 0.07
H -6.89 3.27 -1.20 0.08
C -6.78 8.44 -3.19 -0.27
H -7.66 8.97 -2.82 0.11
H -7.72 6.49 -3.14 0.11
H -1.65 -0.83 0.78 0.14
C 5.30 0.22 7.40 -0.27
N 3.80 -5.63 1.77 0.12
C 5.31 -0.59 1.47 -0.26
H -5.11 4.97 -1.20 0.10
C -6.01 6.42 -4.41 -0.18
H 3.29 -6.53 -2.28 0.08
H 7.21 -1.27 2.31 0.07
H 6.58 0.28 5.65 0.07
N -2.96 1.36 -2.94 0.13
C 5.34 -6.09 -0.42 -0.18
N -2.60 -1.36 -1.00 -0.21
H 4.18 -1.70 -0.01 0.11
H 6.38 -5.86 -0.17 0.10
P -4.29 -1.38 -0.42 0.95
N 2.69 -1.21 5.49 0.11
C -1.61 -0.44 -0.31 -0.13
H 5.28 -7.15 -0.68 0.12
C -3.69 3.92 -2.43 -0.17
H 4.37 -2.55 1.53 0.11
```



max |F| of number 4 (C28H45N7OPS)?
7.1 eV/Å